(1)
The following is a DFT calculation (ωB97M-V/def2-TZVPD) of a cluster of 2 separate species, C16H22FIN2O5P2 in total.

Each line ends with the Löwdin charge.
CARTESIAN COORDINATES (ANGSTROEM)
I -5.42 0.57 -4.74  0.847
P -3.60 -3.21 -0.89  0.779
P -3.03 3.51 0.32  0.879
F -4.92 2.99 -2.39  -0.060
O -0.41 -2.10 -0.90  0.107
O -4.26 4.64 -0.11  -0.350
O -3.26 -2.36 -4.48  0.081
O -2.79 -3.35 0.43  -0.451
O 5.66 -0.35 1.65  0.049
N -3.53 2.93 1.93  -0.202
N -2.45 -2.73 -2.17  -0.120
C 5.77 -1.41 2.24  -0.493
C 7.10 -2.11 2.35  -0.026
C -4.13 0.67 -3.00  -0.527
C -3.09 1.97 -0.78  -0.209
C -1.21 0.61 0.80  -0.159
C 2.34 0.48 -0.88  -0.251
C 0.84 1.13 -0.91  -0.202
C 3.35 1.29 0.06  -0.133
C -4.04 1.91 -2.04  -0.158
C -2.29 -0.48 -1.40  -0.021
C 0.26 1.22 0.58  -0.192
C -2.19 0.75 -0.44  -0.100
C 4.58 -2.07 2.89  -0.020
C -1.52 -1.88 -1.40  -0.383
C -3.04 -1.97 -3.31  -0.341
C -3.23 -0.54 -2.64  -0.102
H 0.93 2.20 -1.31  0.114
H 4.31 0.63 0.14  0.062
H 7.86 -1.52 1.84  0.083
H 7.37 -2.21 3.41  0.085
H -3.77 1.93 1.79  0.023
H 3.69 -1.45 2.73  0.080
H -4.19 -4.50 -1.13  0.033
H -5.14 4.22 0.05  0.053
H -1.14 -0.48 1.18  0.130
H -1.68 1.19 1.68  0.092
H 3.61 2.34 -0.30  0.078
H 7.04 -3.09 1.88  0.086
H -4.39 3.41 2.23  0.030
H -4.58 -2.17 -0.64  0.048
H 0.35 2.30 1.00  0.119
H 2.18 -0.62 -0.57  0.108
H 4.41 -3.05 2.44  0.088
H 0.97 0.60 1.25  0.105
H 0.24 0.47 -1.62  0.089
H 2.74 0.47 -1.94  0.102
H 4.75 -2.17 3.96  0.086
H 2.96 1.39 1.14  0.065

electronic energy	-59556.1600	eV
HOMO	-9.07	eV
charge	0
structure (SMILES)	CCCCCc1c2c(c(I)c(F)c1P(N)O)C(=O)N([PH2]=O)C2=O.CC(C)=O
gap between HOMO and LUMO	7.47	eV

(2)
The following is a DFT calculation (ωB97M-V/def2-TZVPD) of a structure of composition C16H22IrNO7SSe2.

Each line ends with the Löwdin charge.
CARTESIAN COORDINATES (ANGSTROEM)
Ir 0.19 0.05 0.21  0.941
Se 1.68 -3.67 -0.17  0.655
Se -0.24 -2.23 0.03  0.629
S -1.46 1.08 -2.48  0.553
O -1.92 3.13 1.84  0.035
O 2.80 0.69 0.90  -0.054
O -1.85 2.40 -2.91  -0.304
O -1.23 -5.09 -3.37  -0.060
O -0.31 1.67 1.34  -0.202
O 1.74 -1.31 -2.48  -0.094
O -0.21 0.56 -3.02  -0.348
N -1.53 0.85 -0.93  -0.367
C -2.25 1.82 -0.12  -0.208
C 1.90 -0.07 1.23  -0.633
C -0.82 -2.70 -1.80  -0.398
C -3.71 -0.53 -2.44  -0.053
C -4.52 -1.80 -4.33  -0.283
C 0.26 -3.30 -2.69  -0.553
C 1.15 -2.23 -3.36  -0.234
C -1.45 2.27 1.11  -0.633
C -3.47 -1.28 -5.09  -0.053
C -2.56 -0.40 -4.54  -0.062
C -5.50 -2.77 -4.94  -0.059
C -0.44 -4.01 -3.86  -0.210
C 2.08 -0.95 2.45  -0.111
C -2.68 -0.02 -3.20  -0.282
C -4.62 -1.41 -3.00  -0.038
C 1.08 -4.33 -1.91  -0.488
H 0.54 -1.70 -4.10  0.123
H 1.23 -0.48 -2.54  0.034
H -6.20 -3.13 -4.20  0.070
H -3.18 1.39 0.27  0.111
H -4.98 -3.63 -5.38  0.074
H -5.43 -1.81 -2.39  0.108
H 0.32 -4.37 -4.56  0.132
H 1.76 -1.97 2.26  0.009
H 3.12 -0.94 2.80  0.069
H -2.51 2.71 -0.68  0.109
H -1.07 -3.27 -4.37  0.121
H 0.49 -5.23 -1.75  0.060
H -1.63 -3.41 -1.66  0.075
H -1.74 0.00 -5.12  0.117
H -1.65 -5.51 -4.13  0.087
H 1.95 -2.75 -3.90  0.128
H -3.78 -0.26 -1.39  0.106
H 1.98 -4.60 -2.46  0.074
H -1.21 -1.78 -2.22  0.045
H -3.37 -1.57 -6.13  0.111
H 1.43 -0.55 3.24  0.074
H -6.07 -2.29 -5.74  0.078

electronic energy	-177139.7749	eV
HOMO (spin up / spin down)	-4.72 / -4.63	eV
charge	-1
expectation value of S²	0.75
energy above the lowest of the compared OMol25 structures with the same formula, charge and spin	1.184	eV
multiplicity	2
gap between HOMO and LUMO (spin up / spin down)	6.74 / 6.65	eV

Number 1: maximum force 5.3 eV Å⁻¹. Number 2: maximum force 0.4 eV Å⁻¹.